C3H8N2O in the gas phase at a distorted geometry, computed with ωB97M-V/def2-TZVPD.

calculated total energy = -303.68986 a.u.
energy above the lowest of the compared OMol25 structures with the same formula, charge and spin = 5.5039 eV
frontier orbital gap = 9.1 eV
HOMO = -8.356 eV
SMILES string = N[C@@H]1C(O)[C@H]1N

Structure (ORCA input):
```
! wB97M-V def2-TZVPD RIJCOSX def2/J DEFGRID3
* xyz 0 1
N 2.29826 -0.15155 -0.09654
C 0.85404 -0.32815 -0.38741
C 0.04954 0.89901 0.22781
O -1.11858 1.49738 -0.27626
C -0.36086 -0.63639 0.63273
N -1.48966 -1.07202 -0.18999
H 2.60276 0.64081 0.32716
H 2.76658 -1.16152 -0.06923
H 0.41976 -0.52744 -1.31600
H 0.46339 1.50882 1.11811
H -1.71394 0.66487 -0.10216
H -0.41603 -0.82654 1.72239
H -2.31004 -1.22368 0.44720
H -1.78034 -2.09625 -0.75049
*
```

2 unconnected molecules or ions with the total composition C3H8N2O at a distorted geometry, computed with ωB97M-V/def2-TZVPD.

calculated total energy = -303.76457 a.u.
energy above the lowest of the compared OMol25 structures with the same formula, charge and spin = 3.4709 eV
frontier orbital gap = 9.4 eV
HOMO = -8.774 eV
SMILES string = CC#N.CNO

Structure (ORCA input):
```
! wB97M-V def2-TZVPD RIJCOSX def2/J DEFGRID3
* xyz 0 1
C 1.72995 0.65981 -1.74020
C 0.73572 -0.30060 -1.31294
N 0.09899 -1.26527 -1.24653
H 2.42748 0.19453 -2.43523
H 1.23557 1.49863 -2.23235
H 2.28016 1.02450 -0.87281
C -0.37029 0.14071 1.56223
N -1.28338 -0.87977 1.15503
O -2.49679 -0.25474 0.70588
H 0.05989 0.64116 0.61576
H 0.48933 -0.33319 2.03091
H -0.83761 0.83033 2.26259
H -0.87934 -1.30999 0.25474
H -3.18969 -0.64612 1.25292
*
```

C3H8N2O in the gas phase at a distorted geometry, computed with ωB97M-V/def2-TZVPD.

calculated total energy = -303.81104 a.u.
energy above the lowest of the compared OMol25 structures with the same formula, charge and spin = 2.2066 eV
frontier orbital gap = 10.1 eV
HOMO = -9.431 eV
SMILES string = CNC(=O)CN

Structure (ORCA input):
```
! wB97M-V def2-TZVPD RIJCOSX def2/J DEFGRID3
* xyz 0 1
C -0.71717 -1.85634 -1.21784
N -0.51542 -0.61976 -0.36204
C 0.63104 0.21324 -0.56111
O 1.57516 0.03963 -1.34567
C 0.72926 1.06924 0.59329
N -0.50090 1.56252 1.34434
H -1.71491 -2.19009 -0.98416
H -0.57326 -1.60204 -2.31965
H -0.03165 -2.78278 -0.97402
H -0.92925 -0.48254 0.58533
H 1.35562 1.98725 0.66429
H 1.37466 0.60358 1.38014
H -0.11074 1.64771 2.32434
H -0.57243 2.41039 0.87278
*
```